1.
Computed, not measured: an isolated molecule of C26H32N4O6, with ωB97M-V/def2-TZVPD.

Positions of all 68 atoms, in Å:
C -5.278 -1.689 -0.308
C -4.481 -2.966 -0.071
O -3.238 -2.970 -0.760
C -2.084 -2.516 -0.228
C -0.964 -2.827 -0.996
C 0.315 -2.468 -0.601
N 1.428 -2.738 -1.366
C 2.710 -2.388 -1.028
O 3.640 -2.621 -1.767
N 2.865 -1.760 0.194
C 4.233 -1.463 0.599
C 4.806 -0.216 -0.086
C 4.163 1.031 0.503
O 4.513 1.428 1.598
N 3.196 1.672 -0.198
C 2.691 1.412 -1.522
C 1.215 1.002 -1.469
N 0.439 2.001 -0.768
C -0.951 1.941 -0.907
C -1.598 0.833 -1.446
C -2.968 0.811 -1.641
C -3.730 1.902 -1.280
C -3.113 3.023 -0.742
C -1.740 3.065 -0.565
O -1.072 4.158 -0.080
C -1.801 5.327 0.199
C 0.972 2.254 0.562
C 2.425 2.711 0.455
C 1.831 -1.436 1.071
O 2.053 -0.894 2.132
C 0.492 -1.795 0.607
C -0.626 -1.459 1.371
C -1.909 -1.785 0.977
O -3.024 -1.457 1.696
C -2.930 -0.528 2.760
C -2.688 0.900 2.284
H -6.242 -1.771 0.186
H -4.746 -0.831 0.093
H -5.439 -1.541 -1.373
H -4.334 -3.139 0.996
H -5.018 -3.819 -0.498
H -1.125 -3.364 -1.918
H 1.321 -3.222 -2.248
H 4.222 -1.309 1.680
H 4.848 -2.329 0.341
H 5.866 -0.168 0.168
H 4.712 -0.310 -1.165
H 2.778 2.338 -2.105
H 3.258 0.631 -2.026
H 1.144 0.020 -0.978
H 0.839 0.915 -2.491
H -1.030 -0.044 -1.714
H -3.427 -0.065 -2.071
H -4.801 1.898 -1.417
H -3.721 3.874 -0.480
H -2.318 5.703 -0.690
H -2.527 5.170 1.003
H -1.063 6.060 0.521
H 0.938 1.341 1.176
H 0.380 3.029 1.043
H 2.483 3.633 -0.132
H 2.849 2.872 1.446
H -0.435 -0.930 2.291
H -3.906 -0.598 3.249
H -2.163 -0.837 3.480
H -2.685 1.570 3.139
H -3.474 1.204 1.596
H -1.737 0.986 1.765

For the LUMO energy, the calculation gives 0.45 eV. The value obtained for the largest force on an atom is 0.785 eV/Å. The SMILES is CCOc1cc2[nH]c(=O)n(CCC(=O)N3CCN(c4ccccc4OC)CC3)c(=O)c2cc1OCC.



2.
Computed, not measured: the ion C26H32NO3 with charge +1 at a distorted geometry, with ωB97M-V/def2-TZVPD.

Positions of all 62 atoms, in Å:
C 2.720 -1.332 2.696
O 2.186 -1.597 1.371
C 1.296 -2.615 1.386
O 1.012 -3.152 2.440
C 0.772 -3.080 0.031
C 1.104 -4.542 -0.115
C -0.046 -5.258 0.609
C -1.244 -4.310 0.512
N -0.698 -3.028 0.151
C -1.522 -1.959 0.070
C -2.995 -2.259 0.223
C -3.917 -1.064 0.001
C -3.370 0.239 0.536
C -1.968 0.540 0.060
C -0.953 -0.605 0.091
C 0.349 0.520 -0.481
C 0.913 1.121 0.848
C 0.238 0.977 2.085
C 0.776 1.470 3.271
C 1.839 2.376 3.183
C 2.436 2.664 1.938
C 2.031 1.950 0.787
C 0.052 1.605 -1.537
C 0.012 1.265 -2.907
C 0.291 2.246 -3.846
C 0.556 3.583 -3.431
O 0.903 4.432 -4.426
C 1.315 5.780 -4.183
C 0.282 3.971 -2.101
C -0.054 2.980 -1.185
H 3.292 -0.399 2.617
H 1.891 -1.254 3.422
H 3.371 -2.177 2.950
H 1.188 -2.410 -0.718
H 1.123 -4.796 -1.173
H 2.058 -4.819 0.324
H -0.284 -6.246 0.193
H 0.214 -5.345 1.674
H -1.978 -4.649 -0.230
H -1.763 -4.285 1.478
H -3.280 -3.015 -0.526
H -3.177 -2.689 1.221
H -4.895 -1.252 0.453
H -4.084 -1.008 -1.082
H -3.368 0.292 1.621
H -3.980 1.048 0.152
H -1.611 1.432 0.616
H -2.018 0.893 -0.984
H -0.254 -0.821 1.035
H 1.009 -0.269 -0.901
H -0.701 0.440 2.225
H 0.340 1.130 4.222
H 2.185 2.888 4.089
H 3.231 3.419 1.877
H 2.579 2.053 -0.150
H -0.146 0.228 -3.233
H 0.395 2.039 -4.904
H 1.711 6.169 -5.133
H 0.443 6.379 -3.881
H 2.097 5.806 -3.409
H 0.327 5.025 -1.788
H -0.231 3.276 -0.135

The total charge is +1. For the LUMO energy, the calculation gives -3.48 eV. The value obtained for the largest force on an atom is 2.587 eV/Å. The SMILES is COC(=O)[C@H]1CCC/[N+]1=C1\CCCC[C@@H]1[C@H](c1ccccc1)c1ccc(OC)cc1.



3.
Computed, not measured: a structure of composition C26H33B2FeN11S4 at a distorted geometry, with ωB97M-V/def2-TZVPD.

Positions of all 77 atoms, in Å:
Fe -0.258 -0.280 -0.351
C 2.407 -3.639 -2.436
N 2.845 -3.466 -1.067
C 4.113 -3.692 -0.575
C 4.067 -3.425 0.749
N 2.786 -3.038 1.071
B 2.311 -2.635 2.490
N 2.652 -1.117 2.766
C 2.959 -0.652 4.021
C 3.006 0.700 3.984
N 2.744 1.068 2.686
C 2.599 2.420 2.184
C 2.521 -0.057 1.956
S 2.180 -0.012 0.274
C 2.044 -3.070 -0.049
S 0.373 -2.730 -0.231
H 3.277 -3.774 -3.073
H 1.848 -2.762 -2.751
H 1.755 -4.507 -2.522
H 4.920 -4.034 -1.198
H 4.840 -3.490 1.494
H 1.118 -2.768 2.562
H 2.908 -3.282 3.300
H 3.125 -1.328 4.842
H 3.225 1.416 4.758
H 3.078 3.112 2.871
H 1.545 2.683 2.085
H 3.055 2.498 1.199
N -0.541 -0.456 1.833
C -1.799 -1.048 2.186
C -2.282 -1.068 3.467
C -3.469 -1.758 3.775
C -4.145 -2.441 2.804
C -3.686 -2.422 1.470
C -4.333 -3.101 0.415
C -3.830 -3.010 -0.851
C -2.697 -2.215 -1.078
N -2.062 -1.574 -0.125
C -2.519 -1.690 1.151
H 0.152 -1.214 1.845
H -0.260 0.204 2.550
H -1.730 -0.573 4.258
H -3.823 -1.764 4.797
H -5.036 -3.005 3.050
H -5.219 -3.689 0.619
H -4.295 -3.525 -1.679
H -2.302 -2.105 -2.079
C -2.838 3.020 1.723
N -2.568 3.505 0.388
C -2.538 4.825 -0.010
C -2.264 4.824 -1.334
N -2.125 3.518 -1.747
B -1.844 3.064 -3.199
N -0.308 2.753 -3.417
C 0.199 2.786 -4.696
C 1.472 2.330 -4.670
N 1.756 2.036 -3.359
C 2.985 1.442 -2.875
C 0.651 2.284 -2.611
S 0.635 2.032 -0.907
C -2.321 2.722 -0.688
S -2.337 1.008 -0.628
H -2.691 3.832 2.431
H -2.163 2.198 1.951
H -3.859 2.648 1.804
H -2.724 5.633 0.675
H -2.173 5.645 -2.022
H -2.460 2.053 -3.427
H -2.119 3.967 -3.934
H -0.394 3.140 -5.520
H 2.193 2.213 -5.460
H 3.768 1.596 -3.614
H 2.853 0.372 -2.710
H 3.275 1.896 -1.930
N -0.715 -0.389 -3.333
C -0.037 -0.550 -2.405
H -1.475 -0.085 -3.918

The total charge is +1. The spin multiplicity is 6. For the LUMO energy (alpha / beta), the calculation gives -2.31 / -4.76 eV. The value obtained for the largest force on an atom is 1.207 eV/Å.



4.
Computed, not measured: a structure of composition C26H33FeNOP2 at a distorted geometry, with ωB97M-V/def2-TZVPD.

Positions of all 64 atoms, in Å:
C 1.256 -1.842 -4.581
C 0.474 -1.192 -3.625
C -0.084 -1.990 -2.590
C 0.526 -3.208 -2.231
C 1.328 -3.848 -3.177
C 1.647 -3.180 -4.361
C 0.226 -3.630 -0.844
C -1.232 -3.586 -0.603
C -1.826 -2.370 -0.995
C -3.053 -1.948 -0.414
C -3.851 -2.926 0.175
C -3.349 -4.228 0.352
C -2.034 -4.555 0.009
H 1.591 -1.283 -5.459
H 1.705 -4.861 -2.979
H 2.245 -3.672 -5.133
H 0.659 -4.599 -0.600
H -4.849 -2.648 0.524
H -4.002 -4.981 0.799
H -1.627 -5.553 0.208
N -1.177 -1.514 -1.880
Fe -0.015 -0.334 -0.269
C 0.228 0.294 -3.581
H -0.839 0.545 -3.685
H 0.802 0.821 -4.353
C -3.382 -0.484 -0.465
H -3.468 -0.114 -1.499
H -4.304 -0.260 0.085
P 0.749 1.001 -1.933
P -2.017 0.558 0.299
C -2.446 0.460 2.065
H -2.050 1.347 2.577
H -3.533 0.390 2.183
H -1.955 -0.428 2.475
C -2.515 2.243 -0.179
H -3.482 2.476 0.289
H -1.756 2.955 0.169
H -2.606 2.310 -1.271
C 2.559 0.831 -1.953
H 2.965 1.337 -2.837
H 2.959 1.279 -1.035
H 2.820 -0.234 -1.976
C 0.441 2.780 -2.080
H 0.753 3.274 -1.151
H 1.028 3.176 -2.921
H -0.626 2.973 -2.249
C 0.711 0.972 0.765
O 1.268 1.677 1.516
H 0.615 -2.669 -0.179
C 1.918 -2.515 3.838
C 0.412 -2.557 3.589
C -0.104 -3.988 3.453
C -0.340 -1.791 4.676
C 0.167 -1.889 2.331
C 0.060 -1.157 1.360
H 2.142 -2.991 4.795
H 2.270 -1.476 3.865
H 2.457 -3.041 3.043
H 0.036 -4.515 4.402
H -1.173 -3.991 3.193
H 0.442 -4.519 2.662
H 0.002 -0.748 4.718
H -1.420 -1.797 4.483
H -0.154 -2.261 5.645

The total charge is +1. The spin multiplicity is 6. For the LUMO energy (alpha / beta), the calculation gives -2.03 / -5.15 eV. The value obtained for the largest force on an atom is 7.159 eV/Å.



5.
Computed, not measured: a structure of composition C26H33N5O2S3Zr at a distorted geometry, with ωB97M-V/def2-TZVPD.

Positions of all 70 atoms, in Å:
Zr -0.143 0.574 -0.585
C -3.818 -0.095 -0.608
C -3.703 -0.380 -2.093
S -2.006 -0.735 -2.618
C -1.908 0.200 -4.151
C -2.090 1.705 -4.014
S -1.056 2.417 -2.716
C -2.211 3.406 -1.740
C -3.280 2.640 -0.976
S -2.731 1.207 0.002
H -4.842 0.177 -0.350
H -3.563 -0.973 -0.018
H -4.317 -1.249 -2.334
H -4.090 0.447 -2.685
H -0.930 -0.041 -4.572
H -2.645 -0.193 -4.854
H -1.839 2.190 -4.957
H -3.126 1.962 -3.796
H -1.585 3.987 -1.068
H -2.695 4.116 -2.411
H -3.780 3.326 -0.292
H -4.048 2.271 -1.656
N 1.709 2.169 -1.270
C 1.089 2.949 -0.233
O -0.128 2.511 0.036
C 1.681 3.937 0.470
C 3.018 4.307 0.119
N 4.104 4.479 -0.215
C 0.988 4.466 1.604
N 0.362 4.812 2.504
H 2.710 2.081 -1.104
H 1.572 2.602 -2.181
C 1.014 -4.148 -2.400
C 1.230 -2.764 -2.592
C 0.676 -1.878 -1.714
C -0.156 -2.270 -0.621
C -0.825 -1.336 0.242
C -1.560 -1.836 1.289
C -1.701 -3.225 1.507
C -1.113 -4.114 0.654
C -0.330 -3.662 -0.436
C 0.267 -4.577 -1.345
H 1.454 -4.858 -3.086
H 1.847 -2.418 -3.410
H 0.942 -0.829 -1.954
H -2.065 -1.157 1.971
H -2.290 -3.582 2.341
H -1.237 -5.180 0.801
H 0.114 -5.637 -1.187
C 3.689 -1.095 0.665
N 2.980 -0.792 1.906
C 3.646 -1.163 3.166
C 2.617 -1.297 4.263
C 1.800 -0.030 4.331
N 1.234 0.294 3.007
C 0.032 1.114 3.058
C 1.858 -0.076 1.893
O 1.391 0.260 0.725
H 4.271 -1.999 0.826
H 4.371 -0.286 0.395
H 2.991 -1.280 -0.145
H 4.402 -0.412 3.408
H 4.162 -2.104 2.988
H 3.108 -1.469 5.219
H 1.970 -2.153 4.063
H 2.400 0.817 4.671
H 0.959 -0.133 5.015
H -0.729 0.591 3.637
H -0.370 1.340 2.077
H 0.250 2.072 3.532

The total charge is +2. For the LUMO energy, the calculation gives -6.61 eV. The value obtained for the largest force on an atom is 1.278 eV/Å.



6.
Computed, not measured: a structure of composition C26H33O4Pb at a distorted geometry, with ωB97M-V/def2-TZVPD.

Positions of all 64 atoms, in Å:
O -0.311 0.323 -1.183
C 0.742 0.060 -2.174
C 0.092 0.993 -3.194
H 0.753 -0.995 -2.483
H 1.709 0.402 -1.774
C -0.985 1.258 -2.107
H -0.251 0.459 -4.087
H 0.733 1.843 -3.459
C -2.374 0.714 -2.404
H -2.333 -0.361 -2.620
H -2.844 1.219 -3.255
H -3.010 0.885 -1.527
C -1.003 2.662 -1.523
H 0.008 3.020 -1.305
H -1.587 2.654 -0.591
H -1.483 3.364 -2.215
Pb 0.101 -0.261 1.351
C 0.971 2.482 3.189
C 2.076 1.589 3.114
C 2.567 1.602 1.776
H 2.515 1.047 3.948
C 1.775 2.523 1.031
C 0.786 3.059 1.905
H 0.058 3.829 1.650
H 0.410 2.734 4.093
H 3.449 1.069 1.412
H 1.952 2.834 0.000
C -2.324 0.038 3.563
C -2.602 1.240 2.862
C -3.022 0.903 1.551
H -2.560 2.252 3.281
C -2.994 -0.516 1.429
C -2.565 -1.052 2.679
H -2.501 -2.113 2.940
H -2.054 -0.042 4.617
H -3.395 1.601 0.797
H -3.333 -1.089 0.560
O 0.468 -0.858 -5.609
C -0.092 0.080 -6.566
C 0.180 -0.381 -8.003
H 0.365 1.068 -6.390
H -1.163 0.200 -6.340
C 1.298 -1.436 -7.839
H 0.467 0.457 -8.640
H -0.719 -0.863 -8.398
C 1.133 -1.891 -6.379
H 2.266 -0.939 -7.966
H 1.205 -2.261 -8.545
H 2.080 -2.148 -5.887
H 0.505 -2.797 -6.353
O 1.579 -3.768 3.137
C 1.373 -2.598 3.458
O 1.407 -1.545 2.669
C 1.111 -2.316 4.912
C 0.749 -1.045 5.406
C 0.624 -0.815 6.780
C 0.851 -1.857 7.690
C 1.188 -3.135 7.210
C 1.311 -3.360 5.833
H 0.578 -0.217 4.716
H 0.359 0.180 7.147
H 0.768 -1.681 8.764
H 1.363 -3.963 7.896
H 1.581 -4.342 5.446

The total charge is -1. For the LUMO energy, the calculation gives 2.05 eV. The value obtained for the largest force on an atom is 2.131 eV/Å.



7.
Computed, not measured: a structure of composition C26H34ClNO7RuSSi2 at a distorted geometry, with ωB97M-V/def2-TZVPD.

Positions of all 73 atoms, in Å:
Ru -2.675 2.614 -1.286
N 1.180 1.335 -3.400
C 0.939 2.712 -3.490
C -0.091 3.070 -2.393
O 0.171 3.832 -1.434
O -1.115 2.236 -2.461
H 0.428 0.774 -3.773
H 2.059 1.128 -3.789
H 0.476 3.020 -4.444
H 1.815 3.414 -3.356
C -2.132 6.117 -1.664
Si -2.364 4.764 -0.446
C -4.357 4.879 -0.025
C -1.463 5.293 1.041
C -1.026 6.498 1.476
C -0.202 6.537 2.597
C 0.141 5.392 3.334
C -0.262 4.152 2.823
C -1.014 4.114 1.617
Si -1.512 2.536 0.726
C -2.872 1.746 1.827
C 0.115 1.544 0.810
H -2.737 6.022 -2.620
H -1.079 6.245 -1.887
H -2.506 7.034 -1.196
H -4.902 4.975 -0.984
H -4.629 5.639 0.716
H -4.669 3.880 0.346
H -1.279 7.432 0.974
H 0.211 7.521 2.800
H 0.699 5.389 4.234
H -0.009 3.257 3.355
H -2.768 1.880 2.919
H -3.051 0.645 1.627
H -3.789 2.304 1.464
H 0.904 2.324 0.995
H 0.385 1.123 -0.112
H 0.127 0.810 1.602
O 0.757 -6.876 -1.037
S 1.929 -6.079 -0.617
C 1.932 -4.648 -1.726
C 3.116 -3.709 -1.542
C 4.227 -3.831 -2.382
C 5.310 -2.949 -2.285
C 5.303 -1.920 -1.294
C 4.261 -1.856 -0.436
C 3.132 -2.755 -0.543
C 1.606 -5.296 1.092
C 1.027 -6.171 2.081
C -0.406 -6.345 2.087
C -1.025 -7.050 3.118
C -0.208 -7.707 4.080
C 1.146 -7.729 3.955
C 1.751 -6.854 3.078
H 1.001 -4.161 -1.924
H 2.171 -5.142 -2.708
H 4.339 -4.586 -3.195
H 6.150 -2.957 -2.977
H 6.236 -1.331 -1.268
H 4.341 -1.163 0.399
H 2.386 -2.533 0.153
H 0.924 -4.411 0.996
H 2.568 -4.978 1.478
H -1.025 -6.140 1.242
H -2.088 -7.191 3.149
H -0.682 -8.314 4.859
H 1.746 -8.340 4.613
H 2.784 -6.775 3.156
O -4.041 0.163 -3.910
Cl -4.400 1.058 -2.905
O -4.102 2.488 -3.238
O -5.805 1.139 -2.378
O -3.506 0.761 -1.696

The total charge is -1. The spin multiplicity is 6. For the LUMO energy (alpha / beta), the calculation gives 2.07 / 1.45 eV. The value obtained for the largest force on an atom is 6.149 eV/Å.